{
  "formula": "C52H63BCl57F2IO4",
  "method": "ωB97M-V/def2-TZVPD",
  "mol_weight_g_mol": 2948.60,
  "largest_force_ev_per_a": 2.126,
  "e_lumo_ha": -0.030,
  "multiplicity": 1,
  "e_tot_ev": -791128.8105,
  "gap_ev": 8.42,
  "species": ["C", "C", "C", "C", "C", "C", "C", "C", "C", "C", "C", "C", "C", "C", "C", "C", "C", "I", "C", "C", "C", "F", "C", "C", "C", "O", "C", "C", "C", "B", "O", "O", "C", "C", "C", "C", "C", "F", "C", "C", "O", "H", "H", "H", "H", "H", "H", "H", "H", "H", "H", "H", "H", "H", "H", "H", "H", "H", "H", "H", "H", "H", "H", "H", "H", "H", "H", "H", "H", "H", "H", "H", "H", "H", "H", "H", "H", "H", "H", "H", "H", "H", "H", "H", "H", "C", "Cl", "Cl", "Cl", "H", "C", "Cl", "Cl", "Cl", "H", "C", "Cl", "Cl", "Cl", "H", "C", "Cl", "Cl", "Cl", "H", "C", "Cl", "Cl", "Cl", "H", "C", "Cl", "Cl", "Cl", "H", "C", "Cl", "Cl", "Cl", "H", "C", "Cl", "Cl", "Cl", "H", "C", "Cl", "Cl", "Cl", "H", "C", "Cl", "Cl", "Cl", "H", "C", "Cl", "Cl", "Cl", "H", "C", "Cl", "Cl", "Cl", "H", "C", "Cl", "Cl", "Cl", "H", "C", "Cl", "Cl", "Cl", "H", "C", "Cl", "Cl", "Cl", "H", "C", "Cl", "Cl", "Cl", "H", "C", "Cl", "Cl", "Cl", "H", "C", "Cl", "Cl", "Cl", "H", "C", "Cl", "Cl", "Cl", "H"],
  "coordinates": [[3.542, -6.487, 3.125], [4.734, -5.628, 2.614], [4.295, -4.998, 1.253], [5.570, -4.636, 0.458], [5.200, -3.702, -0.720], [4.978, -2.271, -0.189], [3.999, -1.442, -1.056], [4.566, -0.035, -1.396], [3.457, 0.893, -1.913], [2.517, 1.382, -0.776], [1.170, 0.601, -0.756], [0.918, -0.230, 0.492], [1.825, -0.420, 1.492], [1.588, -1.190, 2.609], [2.717, -1.323, 3.610], [2.599, -0.463, 4.919], [2.868, -1.334, 6.159], [0.807, 0.706, 5.084], [0.359, -1.817, 2.730], [0.134, -2.666, 3.969], [0.319, -4.177, 3.732], [-1.113, -2.370, 4.522], [-0.596, -1.649, 1.741], [-0.325, -0.856, 0.630], [-1.412, -0.752, -0.394], [-1.241, -0.639, -1.600], [-2.851, -0.846, 0.090], [-3.903, -0.203, -0.527], [-3.696, 0.712, -1.729], [-3.800, -0.129, -3.068], [-4.845, -0.995, -3.283], [-2.835, -0.050, -4.079], [-5.192, -0.368, -0.071], [-5.457, -1.177, 1.002], [-4.423, -1.828, 1.655], [-4.819, -2.719, 2.820], [-4.946, -4.183, 2.402], [-4.024, -2.556, 3.942], [-3.136, -1.654, 1.193], [-1.944, -2.350, 1.821], [-2.059, -3.448, 2.331], [3.518, -7.395, 2.514], [3.657, -6.698, 4.191], [2.617, -5.933, 2.923], [4.942, -4.787, 3.284], [5.617, -6.244, 2.417], [3.690, -5.697, 0.660], [3.693, -4.117, 1.512], [6.207, -4.048, 1.139], [6.108, -5.535, 0.144], [4.313, -4.114, -1.218], [6.008, -3.684, -1.463], [5.970, -1.814, -0.125], [4.571, -2.323, 0.824], [3.051, -1.276, -0.535], [3.871, -1.979, -2.004], [5.284, -0.203, -2.216], [5.150, 0.385, -0.570], [2.911, 0.378, -2.711], [3.954, 1.791, -2.300], [2.263, 2.416, -1.031], [3.028, 1.433, 0.191], [0.358, 1.333, -0.815], [1.154, -0.068, -1.616], [2.815, 0.028, 1.425], [3.621, -0.974, 3.101], [2.924, -2.369, 3.869], [3.425, 0.252, 4.896], [3.900, -1.708, 6.103], [2.772, -0.761, 7.086], [2.216, -2.212, 6.211], [0.847, -2.380, 4.743], [1.370, -4.418, 3.934], [-0.287, -4.692, 4.484], [0.016, -4.433, 2.719], [-4.526, 1.438, -1.760], [-2.774, 1.293, -1.675], [-4.584, -1.584, -4.005], [-2.120, -0.674, -3.895], [-6.019, 0.122, -0.579], [-6.490, -1.299, 1.317], [-5.832, -2.406, 3.115], [-5.825, -4.302, 1.753], [-5.134, -4.815, 3.275], [-4.083, -4.533, 1.834], [-8.052, -1.370, -3.949], [-8.612, -0.350, -5.275], [-9.201, -1.334, -2.604], [-7.800, -3.029, -4.505], [-7.104, -0.981, -3.597], [7.877, -5.614, -3.459], [6.985, -4.310, -4.243], [9.212, -4.961, -2.501], [6.809, -6.579, -2.443], [8.289, -6.254, -4.229], [-11.750, 2.533, -4.951], [-10.984, 2.554, -6.543], [-13.509, 2.607, -5.105], [-11.262, 1.101, -4.047], [-11.421, 3.407, -4.405], [2.338, -7.458, -2.217], [2.463, -7.646, -0.464], [2.300, -5.751, -2.662], [3.670, -8.279, -3.032], [1.408, -7.912, -2.538], [2.425, 3.158, 7.712], [2.515, 3.014, 9.470], [2.491, 4.844, 7.203], [3.721, 2.254, 6.938], [1.479, 2.743, 7.383], [11.903, -3.169, -0.672], [11.980, -3.349, 1.081], [11.804, -1.466, -1.122], [13.293, -3.939, -1.441], [11.006, -3.663, -1.023], [7.231, -0.296, 2.486], [8.094, -0.386, 0.949], [5.479, -0.241, 2.231], [7.659, -1.658, 3.521], [7.527, 0.617, 2.984], [-1.203, 3.818, 1.385], [-0.033, 4.266, 0.141], [-1.847, 2.190, 1.150], [-0.500, 3.963, 3.001], [-2.029, 4.514, 1.312], [-10.614, 5.355, -1.558], [-11.324, 5.683, -3.144], [-11.592, 6.090, -0.290], [-10.450, 3.617, -1.303], [-9.627, 5.798, -1.527], [-13.363, 7.436, -6.017], [-14.065, 7.780, -7.601], [-14.332, 8.164, -4.735], [-13.216, 5.694, -5.772], [-12.373, 7.873, -5.983], [-14.848, 7.798, 0.959], [-16.582, 8.050, 1.161], [-14.373, 8.027, -0.724], [-13.933, 8.876, 2.017], [-14.619, 6.777, 1.238], [3.161, 5.073, 2.257], [3.235, 5.016, 4.021], [3.245, 6.739, 1.680], [4.453, 4.099, 1.545], [2.214, 4.654, 1.944], [-0.380, 2.908, 11.828], [-0.174, 1.441, 12.787], [-1.428, 2.606, 10.441], [-1.021, 4.218, 12.822], [0.591, 3.209, 11.457], [-17.164, 5.954, -8.566], [-17.170, 4.388, -7.753], [-17.498, 5.767, -10.290], [-18.326, 7.052, -7.819], [-16.178, 6.384, -8.457], [0.490, 4.215, -4.252], [-0.553, 5.539, -4.771], [1.842, 4.838, -3.302], [-0.435, 3.020, -3.339], [0.888, 3.734, -5.136], [-2.595, -6.830, 4.220], [-4.084, -7.379, 3.447], [-2.416, -7.572, 5.812], [-1.202, -7.195, 3.203], [-2.650, -5.754, 4.350], [13.390, 2.080, -2.944], [14.162, 3.621, -2.575], [14.564, 0.761, -2.880], [12.053, 1.770, -1.835], [12.993, 2.131, -3.950], [0.324, 6.325, -8.694], [0.987, 6.565, -10.311], [-1.429, 6.141, -8.758], [1.069, 4.925, -7.917], [0.552, 7.201, -8.100], [18.192, 1.477, -2.995], [18.272, 1.311, -1.240], [18.094, 3.177, -3.458], [19.585, 0.704, -3.757], [17.296, 0.980, -3.342]],
  "lowdin_charge": [-0.107, -0.241, -0.228, -0.211, -0.213, -0.236, -0.169, -0.211, -0.192, -0.177, -0.129, -0.134, 0.003, -0.213, -0.196, -0.730, -0.161, 0.983, -0.095, -0.320, -0.029, -0.024, 0.002, -0.050, -0.242, 0.105, -0.054, -0.179, -0.026, -0.622, 0.154, 0.120, -0.009, 0.003, -0.100, -0.326, -0.046, 0.005, -0.011, -0.195, 0.101, 0.059, 0.069, 0.046, 0.099, 0.103, 0.040, 0.102, 0.108, 0.076, 0.074, 0.073, 0.056, 0.058, 0.086, 0.114, 0.113, 0.074, 0.112, 0.103, 0.068, 0.083, 0.068, 0.113, 0.090, -0.013, 0.117, 0.034, 0.088, 0.055, 0.069, 0.088, 0.069, 0.073, 0.063, 0.123, 0.086, 0.117, 0.098, 0.129, 0.126, 0.137, 0.091, 0.050, 0.069, -1.538, 0.510, 0.509, 0.530, -0.024, -1.525, 0.539, 0.546, 0.548, 0.014, -1.559, 0.526, 0.510, 0.492, -0.075, -1.528, 0.560, 0.540, 0.517, 0.012, -1.545, 0.554, 0.517, 0.539, -0.039, -1.559, 0.530, 0.494, 0.527, -0.059, -1.483, 0.557, 0.652, 0.544, 0.016, -1.494, 0.558, 0.645, 0.529, 0.016, -1.519, 0.533, 0.526, 0.541, 0.016, -1.523, 0.562, 0.533, 0.494, 0.015, -1.564, 0.529, 0.493, 0.521, 0.008, -1.554, 0.496, 0.529, 0.524, -0.058, -1.572, 0.523, 0.517, 0.524, -0.048, -1.569, 0.521, 0.522, 0.520, -0.062, -1.548, 0.514, 0.527, 0.549, -0.011, -1.542, 0.549, 0.530, 0.549, 0.007, -1.531, 0.533, 0.542, 0.511, 0.015, -1.555, 0.529, 0.523, 0.519, 0.013, -1.573, 0.519, 0.515, 0.523, -0.045]
}

---

{
  "formula": "C52H63Cl24N11",
  "method": "ωB97M-V/def2-TZVPD",
  "mol_weight_g_mol": 1693.02,
  "largest_force_ev_per_a": 4.839,
  "e_lumo_ha": 0.007,
  "multiplicity": 1,
  "e_tot_ev": -371870.2908,
  "gap_ev": 7.91,
  "species": ["N", "C", "C", "C", "C", "H", "H", "H", "H", "H", "N", "C", "C", "C", "C", "H", "H", "H", "H", "H", "N", "C", "C", "C", "C", "H", "H", "H", "H", "H", "N", "C", "C", "C", "C", "H", "H", "H", "H", "H", "N", "C", "C", "C", "C", "H", "H", "H", "H", "H", "N", "C", "C", "C", "C", "H", "H", "H", "H", "H", "N", "C", "C", "C", "C", "H", "H", "H", "H", "H", "N", "C", "C", "C", "C", "H", "H", "H", "H", "H", "N", "C", "C", "C", "C", "H", "H", "H", "H", "H", "N", "C", "C", "C", "C", "H", "H", "H", "H", "H", "N", "C", "C", "C", "C", "H", "H", "H", "H", "H", "C", "Cl", "Cl", "Cl", "H", "C", "Cl", "Cl", "Cl", "H", "C", "Cl", "Cl", "Cl", "H", "C", "Cl", "Cl", "Cl", "H", "C", "Cl", "Cl", "Cl", "H", "C", "Cl", "Cl", "Cl", "H", "C", "Cl", "Cl", "Cl", "H", "C", "Cl", "Cl", "Cl", "H"],
  "coordinates": [[17.348, 22.913, 9.833], [16.184, 22.314, 9.438], [16.336, 20.981, 9.685], [17.631, 20.740, 10.163], [18.287, 21.922, 10.129], [17.559, 23.898, 9.904], [15.308, 22.919, 9.250], [15.619, 20.180, 9.585], [18.051, 19.767, 10.371], [19.338, 22.141, 10.251], [16.304, 14.522, 15.993], [17.401, 14.207, 16.705], [17.029, 13.236, 17.665], [15.732, 12.974, 17.467], [15.274, 13.780, 16.483], [16.219, 15.216, 15.265], [18.341, 14.668, 16.438], [17.751, 12.721, 18.282], [15.201, 12.213, 18.020], [14.260, 13.853, 16.118], [16.817, 19.193, 17.622], [17.763, 19.769, 18.436], [18.553, 18.786, 18.995], [18.151, 17.567, 18.407], [17.106, 17.875, 17.472], [16.200, 19.699, 17.004], [17.780, 20.845, 18.533], [19.283, 18.889, 19.784], [18.656, 16.616, 18.489], [16.462, 17.321, 16.805], [8.225, 13.041, 10.886], [8.472, 14.215, 11.571], [8.954, 15.187, 10.631], [8.884, 14.587, 9.372], [8.546, 13.262, 9.600], [8.107, 12.129, 11.303], [8.370, 14.267, 12.645], [9.347, 16.181, 10.783], [9.117, 15.023, 8.412], [8.529, 12.441, 8.898], [18.236, 14.258, 9.737], [19.550, 14.126, 9.879], [19.854, 12.766, 10.200], [18.576, 12.141, 10.351], [17.587, 13.124, 10.041], [17.786, 15.119, 9.460], [20.218, 14.956, 9.703], [20.825, 12.313, 10.337], [18.432, 11.124, 10.685], [16.515, 12.995, 10.012], [13.549, 16.974, 17.531], [13.655, 18.324, 17.939], [13.222, 19.154, 17.010], [12.608, 18.359, 16.030], [12.836, 16.997, 16.400], [13.865, 16.146, 18.016], [14.065, 18.563, 18.910], [13.316, 20.222, 17.136], [12.114, 18.730, 15.144], [12.718, 16.071, 15.856], [22.828, 17.664, 9.218], [22.721, 17.425, 10.584], [21.497, 17.861, 10.987], [20.820, 18.363, 9.874], [21.648, 18.205, 8.765], [23.695, 17.619, 8.702], [23.545, 16.973, 11.116], [21.191, 17.747, 12.016], [19.820, 18.765, 9.814], [21.492, 18.500, 7.738], [10.176, 22.566, 16.386], [9.202, 23.367, 15.876], [9.427, 23.652, 14.539], [10.569, 22.927, 14.224], [11.056, 22.399, 15.342], [10.370, 22.333, 17.349], [8.375, 23.657, 16.508], [8.787, 24.257, 13.913], [10.987, 22.806, 13.236], [12.010, 21.925, 15.521], [16.708, 16.538, 7.599], [17.824, 16.944, 8.452], [17.288, 17.163, 9.711], [15.898, 16.832, 9.718], [15.589, 16.484, 8.398], [16.688, 16.436, 6.595], [18.757, 17.054, 7.921], [17.770, 17.511, 10.612], [15.236, 17.067, 10.540], [14.675, 16.198, 7.899], [14.249, 25.172, 17.707], [14.071, 24.278, 16.713], [14.669, 23.074, 17.024], [15.098, 23.203, 18.358], [14.927, 24.545, 18.742], [14.081, 26.167, 17.690], [13.628, 24.580, 15.775], [14.746, 22.201, 16.392], [15.546, 22.373, 18.884], [15.218, 25.133, 19.600], [15.552, 14.988, 12.871], [14.557, 15.947, 13.125], [15.204, 17.122, 13.650], [16.559, 16.910, 13.644], [16.748, 15.585, 13.205], [15.376, 14.104, 12.417], [13.541, 15.692, 12.862], [14.750, 18.052, 13.958], [17.296, 17.648, 13.922], [17.649, 14.999, 13.092], [18.852, 11.315, 15.072], [18.526, 12.291, 13.673], [20.068, 12.041, 16.118], [19.369, 9.675, 14.407], [17.961, 11.160, 15.681], [12.241, 12.980, 10.272], [13.730, 13.859, 10.387], [12.198, 11.340, 10.946], [11.742, 12.792, 8.564], [11.440, 13.556, 10.736], [20.416, 18.267, 15.452], [19.980, 16.587, 15.081], [19.546, 19.449, 14.383], [22.122, 18.416, 15.352], [20.210, 18.467, 16.504], [14.288, 10.185, 14.038], [15.118, 11.654, 13.829], [13.459, 10.066, 15.670], [15.381, 8.722, 13.904], [13.446, 10.087, 13.352], [14.605, 21.200, 12.845], [13.646, 22.686, 13.137], [13.471, 19.919, 12.258], [15.426, 20.690, 14.312], [15.371, 21.320, 12.079], [11.783, 17.616, 9.049], [12.008, 16.760, 10.572], [11.470, 16.447, 7.679], [13.077, 18.756, 8.667], [10.969, 18.319, 9.227], [9.897, 14.960, 15.084], [10.022, 16.378, 13.953], [9.770, 15.661, 16.751], [11.260, 13.871, 14.882], [8.965, 14.448, 14.843], [23.113, 13.824, 11.467], [24.322, 14.646, 12.477], [22.865, 12.171, 12.063], [23.693, 13.676, 9.819], [22.168, 14.368, 11.433]],
  "lowdin_charge": [0.012, -0.133, -0.138, -0.116, -0.114, 0.146, 0.113, 0.070, 0.063, 0.111, 0.054, -0.154, -0.129, -0.161, -0.190, 0.086, 0.063, 0.093, 0.103, 0.085, 0.015, -0.144, -0.123, -0.103, -0.126, 0.108, 0.100, 0.093, 0.082, 0.090, 0.018, -0.122, -0.132, -0.149, -0.193, 0.154, 0.066, 0.044, 0.062, 0.107, 0.006, -0.136, -0.103, -0.132, -0.140, 0.073, 0.100, 0.032, 0.080, 0.070, 0.050, -0.163, -0.156, -0.100, -0.187, 0.146, 0.112, 0.085, 0.072, 0.052, 0.014, -0.142, -0.116, -0.113, -0.125, 0.145, 0.071, 0.078, 0.061, 0.104, 0.042, -0.156, -0.098, -0.180, -0.187, 0.153, 0.102, 0.093, 0.059, 0.085, 0.034, -0.102, -0.147, -0.110, -0.165, 0.142, 0.102, 0.094, 0.073, 0.085, 0.004, -0.163, -0.128, -0.108, -0.115, 0.150, 0.098, 0.021, 0.078, 0.099, 0.025, -0.120, -0.131, -0.133, -0.172, 0.048, 0.059, 0.019, 0.053, 0.079, -1.492, 0.558, 0.554, 0.454, 0.007, -1.510, 0.609, 0.540, 0.522, -0.005, -1.530, 0.541, 0.499, 0.570, -0.005, -1.484, 0.601, 0.465, 0.481, -0.023, -1.421, 0.577, 0.511, 0.588, -0.011, -1.450, 0.553, 0.515, 0.565, 0.014, -1.452, 0.507, 0.523, 0.544, 0.001, -1.535, 0.527, 0.530, 0.525, 0.006]
}